The following is a DFT calculation (ωB97M-V with the def2-TZVPD basis set) of a cluster of 3 separate species, C33H44BN3O10 in total.

The SMILES is [H]/N=C(\C)Cc1c(COC(C)=O)cc(B(O)OCC)c2c1C(=O)c1c(CCCOC(C)=O)cccc1C2=O.CN(C)C=O.CN(C)C=O. The lowest unoccupied orbital energy comes out at -1.03 eV.

The geometry in ORCA input format:
```
! RIJCOSX wB97M-V def2-TZVPD def2/J DEFGRID3
* xyz 0 1
C -0.167 -1.645 0.452
H -4.009 -0.590 -3.487
H 4.944 -2.161 -4.159
H 0.064 -1.648 -3.044
H -6.479 0.084 11.534
H -1.583 2.847 -2.944
H -1.466 0.871 -0.610
H 8.543 -1.870 -1.762
C 6.790 -3.159 -2.184
H 5.774 -3.140 -1.693
C 1.628 5.277 -1.974
C -3.331 -0.055 -1.505
C -0.965 2.463 -2.083
H -3.542 -1.839 3.713
C -4.113 -1.238 4.419
H -0.920 -2.448 0.701
C 2.088 -0.864 -2.491
H -6.354 -2.763 9.159
C 1.904 1.420 -1.109
H -6.511 1.252 10.187
H 3.622 -0.991 -6.933
N 1.222 -3.148 -0.921
H 3.350 6.603 -2.558
C 4.086 4.533 -2.128
C 7.466 -1.739 -2.066
H -7.953 0.275 10.567
H -2.293 2.479 -0.269
C 4.680 1.995 -1.636
O 5.758 2.116 -1.109
H 0.567 -1.482 1.280
H -6.382 1.181 3.795
H 7.403 -3.991 -1.759
H -6.170 0.279 7.849
H -0.226 1.749 -2.521
C -6.861 0.279 10.530
H -0.440 3.532 -0.198
O 7.480 -0.987 -3.306
H -5.661 0.433 1.867
N -6.407 -0.766 9.634
H 1.259 -3.257 -3.653
C 4.954 -0.260 -3.024
C -5.766 0.520 4.427
C -0.327 3.685 -1.308
O 0.637 -1.460 -5.772
C 1.820 -1.703 -5.808
H 2.977 -3.954 -3.712
H 0.041 -0.181 -1.958
C 0.569 -2.047 -0.878
O -5.819 0.565 5.643
H 0.888 6.111 -2.072
C 4.133 0.647 -2.225
C -4.966 -0.310 2.259
O 2.348 -2.934 -5.408
C 3.674 3.193 -1.747
H 7.613 1.602 -3.114
C 3.042 5.579 -2.240
H -0.908 4.618 -1.556
C 4.303 -1.472 -3.552
H -3.263 -2.024 -2.594
H -5.336 -1.286 7.898
C -3.174 -0.933 -2.809
H -3.430 -0.677 5.060
C 2.700 0.358 -1.949
H -0.767 -0.699 0.353
N -4.977 -0.312 3.712
H -4.722 -1.891 5.048
H 1.170 -3.623 -0.010
B 6.516 0.031 -3.341
C 2.745 -0.560 -6.382
C 2.317 -3.078 -3.961
O 1.112 1.111 -0.245
H 6.994 -1.107 -1.263
H -4.690 0.089 8.822
H 6.585 -3.432 -3.260
H 3.125 0.093 -5.551
O -3.209 1.333 -1.738
C -1.977 1.757 -1.076
C -6.748 -2.048 9.900
C 0.566 -1.141 -2.182
C 2.241 2.910 -1.481
C 1.188 3.913 -1.580
O -3.570 -0.525 -0.426
H -2.199 -0.629 -3.265
O 6.818 1.383 -3.642
H 5.157 4.775 -2.332
H -5.258 -1.299 1.899
O -7.418 -2.415 10.848
H 2.162 0.098 -7.079
H -3.961 -0.078 1.910
C -5.603 -0.404 8.479
C 2.895 -1.779 -3.305
*
```

***

The following is a DFT calculation (ωB97M-V with the def2-TZVPD basis set) of a structure of composition C33H44Br3F2IN3O11S.

As for the relative energy (zero: lowest compared OMol25 entry of this formula, charge and spin): 0.00 kJ/mol. The lowest unoccupied orbital energy comes out at -4.63 eV.

The geometry in ORCA input format:
```
! RIJCOSX wB97M-V def2-TZVPD def2/J DEFGRID3
* xyz 1 1
C 1.744 4.714 2.181
H 2.378 -0.458 0.886
H -6.358 -1.883 -1.216
I 0.788 1.752 6.115
O 2.858 4.945 2.465
H 4.761 0.155 2.579
H -0.281 -0.030 -4.258
C -0.041 -1.619 1.037
H -1.459 -0.573 2.319
C 0.946 -2.533 -3.678
C 1.895 -6.363 -5.366
C -0.320 -7.174 -5.058
C 1.563 -1.158 -3.934
C 1.061 1.545 2.116
H 0.520 -1.315 3.087
C -0.584 4.398 2.824
H -5.585 -0.292 -1.410
H -6.302 6.657 -1.456
C 2.567 0.883 3.805
H 7.026 -0.170 3.587
H -2.001 -0.859 0.650
C -4.174 -1.977 -1.333
C -5.524 -1.345 -1.670
H 0.764 -7.243 -6.969
H -4.208 7.816 -0.097
F 1.204 5.154 1.038
O 1.461 -5.926 -4.155
H 1.379 -2.632 2.348
H 1.862 -0.988 -4.966
H -2.948 -2.299 2.236
C 0.450 -0.226 -3.472
H 3.374 -1.025 4.301
H 0.815 0.722 -3.085
O -2.067 -2.505 1.910
C 3.749 2.375 0.997
O -0.519 -3.057 -1.794
C 0.275 -6.641 -3.759
N 2.987 3.146 4.707
H -5.482 6.973 0.779
H -3.383 -1.231 -1.430
H -3.668 5.613 1.522
C 0.010 -2.265 -2.522
H 1.366 -8.388 -5.750
C -1.452 -1.295 1.489
N 2.012 0.559 2.683
H 3.108 -1.187 2.304
H -0.943 -6.407 -5.520
Br 3.976 0.387 6.284
H 0.570 -7.442 -3.078
C -4.032 -3.019 -2.436
H 5.999 -1.587 3.716
C -4.444 4.495 -0.142
C 4.948 0.312 3.642
H 4.203 1.388 1.083
O -4.245 3.345 0.129
H 5.177 1.374 3.755
C -5.608 -1.522 -3.177
C -5.293 6.305 -1.261
H 0.354 -2.881 -4.526
O -4.705 -2.457 -3.574
H 0.103 1.020 2.128
H 4.452 3.069 0.551
H 0.008 2.375 3.736
H 1.676 -3.292 -3.413
N 0.797 4.037 2.987
H -4.670 6.522 -2.131
Br -0.222 1.898 -0.442
H -0.383 -5.955 -3.232
C 3.638 0.022 4.423
H 0.253 -0.938 0.237
O 2.908 -5.962 -5.856
F -1.090 4.223 1.616
C 6.123 -0.559 4.056
H -4.110 -2.407 -0.335
C -4.697 6.854 0.032
H -2.771 5.813 -0.004
O -0.216 -0.933 -2.402
H 2.444 -1.026 -3.304
S 2.347 5.329 6.250
H 3.566 2.729 2.012
O -1.237 4.764 3.729
H 6.295 -0.557 5.128
C -3.761 5.718 0.444
O -6.341 -0.976 -3.943
H -2.996 -3.211 -2.699
C 1.276 1.947 0.679
C 2.474 2.308 0.206
C 0.947 2.611 3.249
O -5.333 4.877 -1.079
C 2.021 2.178 4.311
H -0.932 -8.061 -4.913
C 1.014 -1.625 2.160
C 2.632 4.018 5.497
H -0.088 -2.605 0.580
C 2.220 -0.686 1.938
C 0.930 -7.401 -5.908
H -4.515 -3.965 -2.179
Br 2.717 2.804 -1.589
*
```